{
  "formula": "C3H6FNO2",
  "method": "ωB97M-V/def2-TZVPD",
  "e_above_lowest_kcal_mol": 99.58,
  "e_tot_ha": -422.8735,
  "orbital_gap_ha": [0.2909, 0.3093],
  "e_homo_ev": [-8.249, -8.698],
  "species": ["C", "C", "C", "N", "O", "O", "F", "H", "H", "H", "H", "H", "H"],
  "coordinates": [[-1.480, -0.566, 0.107], [1.809, -0.511, 0.243], [-0.432, 0.568, 0.145], [0.820, 0.479, 0.664], [-1.227, -1.653, 0.504], [-2.681, -0.243, -0.552], [-0.886, 1.865, 0.177], [2.380, 0.001, -0.477], [2.433, -0.658, 1.142], [1.424, -1.471, 0.035], [-0.567, 0.214, -1.880], [1.287, 1.333, 0.550], [-2.879, 0.645, -0.658]]
}